# 1
19
Properties=species:S:1:pos:R:3:forces:R:3:mulliken_charge:R:1 method="wB97M-V/def2-TZVPD" fmax_ev_per_a=0.571 de_lowest_ev=0.198 homo_lumo_gap_ev=9.51 total_energy_ev=-16683.8918 smiles=CCN.CSC
C -0.0374 -0.1304 -2.0693 -0.3 0.2 0.1 -0.610
S -1.4076 1.0057 -2.4448 0.1 0.0 0.2 -0.091
C -0.7513 2.4879 -1.6439 0.2 -0.1 -0.1 -0.784
H 0.4179 0.1700 -1.1275 0.1 0.0 0.0 -0.020
H 0.6970 -0.1246 -2.8694 0.1 -0.1 0.0 0.368
H -0.4556 -1.1227 -1.9188 0.1 -0.1 -0.2 0.309
H -1.3985 3.3338 -1.8661 0.0 -0.1 -0.1 0.304
H -0.7011 2.3649 -0.5626 0.0 -0.1 0.0 0.226
H 0.2478 2.6933 -2.0276 0.0 0.1 0.0 0.291
C 0.0435 -0.0679 2.1402 0.2 -0.3 0.1 -1.119
C -0.0509 -1.4569 1.5325 0.2 0.0 -0.1 -0.077
N 1.2837 -2.0513 1.4156 -0.4 -0.1 0.3 -0.653
H 0.6632 0.5937 1.5328 -0.1 0.1 -0.2 0.253
H -0.9514 0.3541 2.2452 0.0 0.2 0.0 0.317
H 0.5331 -0.1110 3.1133 -0.1 -0.1 0.1 0.346
H -0.6430 -2.1126 2.1710 -0.1 0.1 0.1 0.370
H -0.5702 -1.3977 0.5687 -0.1 0.0 0.0 0.110
H 1.8668 -1.4744 0.8400 0.3 0.3 -0.3 0.236
H 1.2141 -2.9540 0.9707 0.1 -0.2 -0.1 0.223


# 2
97
Properties=species:S:1:pos:R:3:forces:R:3:mulliken_charge:R:1 method="wB97M-V/def2-TZVPD" fmax_ev_per_a=5.522 de_lowest_ev=4.377 total_charge=+1 homo_lumo_gap_ev=7.38 total_energy_ev=-174766.3407
Ba -0.0031 0.5350 0.0491 -1.3 0.9 0.6 2.383
C -0.7543 0.2230 4.6233 -0.1 -0.1 0.1 -1.541
As -0.7577 -0.1433 2.6918 -0.8 -0.3 2.9 1.054
C -2.6852 -0.4432 2.6055 -0.4 0.0 0.0 -0.438
C -0.1430 -2.0005 2.5977 0.1 -0.1 0.0 -0.224
C 0.3744 -2.6060 3.7371 -0.1 0.1 0.3 -0.642
C 0.8715 -3.8987 3.7126 0.0 0.0 0.0 -0.633
C 0.8816 -4.6063 2.5231 0.0 0.0 0.1 -0.937
C 0.3565 -4.0219 1.3849 0.1 -0.1 -0.2 -0.552
C -0.1557 -2.7302 1.4003 0.1 0.0 0.2 0.466
As -1.0763 -2.0621 -0.1819 -1.6 -2.8 -0.2 0.619
C -2.5994 -3.2998 0.0056 0.0 0.0 -0.1 -1.328
C -0.1503 -3.0276 -1.6111 0.1 0.0 -0.1 -1.380
H -1.2269 1.2006 4.7494 0.0 -0.1 -0.1 0.399
H 0.2347 0.2778 5.0742 0.0 0.0 -0.1 0.451
H -1.3473 -0.5179 5.1612 0.0 0.0 0.0 0.457
H -2.9659 -1.3136 3.2053 0.1 0.1 -0.1 0.422
H -3.0207 -0.5669 1.5741 0.0 0.0 0.1 -0.376
H -3.1867 0.4366 3.0175 0.1 0.0 -0.1 0.514
H 0.3833 -2.0631 4.6737 0.0 0.0 0.0 0.270
H 1.2560 -4.3445 4.6196 0.0 0.0 0.0 0.409
H 1.2675 -5.6143 2.4911 0.0 -0.1 0.0 0.440
H 0.3305 -4.5946 0.4639 0.0 0.0 0.0 0.312
H -2.2220 -4.3072 0.1977 0.0 0.1 0.0 0.533
H -3.1733 -3.3019 -0.9221 0.0 0.0 0.1 0.410
H -3.2536 -3.0015 0.8268 0.1 0.1 -0.1 0.289
H -0.3797 -4.0939 -1.6138 0.0 0.1 0.1 0.591
H 0.9263 -2.8863 -1.5190 0.0 0.0 0.0 0.305
H -0.4764 -2.5963 -2.5611 0.0 -0.1 0.1 0.229
C 3.5387 -1.8916 2.6405 -0.1 -0.4 0.0 -1.221
N 3.0352 -0.6207 2.1659 0.7 0.5 -0.8 1.091
C 2.8570 0.3775 3.2028 -0.2 0.2 0.2 -1.352
P 3.3171 -0.0378 0.6275 2.6 -1.1 1.3 -0.493
O 2.0702 0.4353 0.0112 5.4 0.5 -1.2 -0.446
N 3.9194 -1.3513 -0.2308 -0.4 1.0 0.4 0.350
C 5.3068 -1.7407 -0.0601 0.1 -0.1 0.1 -1.020
C 3.4402 -1.5568 -1.5820 -0.2 -0.1 -0.2 -0.753
N 4.3654 1.2662 0.7584 -0.6 -0.9 -0.2 0.466
C 5.5878 1.2286 1.5327 0.1 0.0 0.2 -0.947
C 4.4107 2.1975 -0.3539 -0.1 0.2 -0.2 -0.939
H 2.8664 -2.2707 3.4094 0.1 0.0 0.0 0.445
H 4.5437 -1.8191 3.0677 0.1 0.1 0.0 0.235
H 3.5458 -2.6001 1.8163 0.0 -0.1 0.1 0.259
H 2.0567 0.0644 3.8808 0.1 0.0 -0.1 0.209
H 2.5872 1.3270 2.7380 0.0 0.0 0.2 0.439
H 3.7609 0.5212 3.8049 0.0 0.0 -0.1 0.351
H 5.6436 -1.4918 0.9410 0.1 -0.1 0.1 0.338
H 5.9589 -1.2472 -0.7886 0.0 0.0 0.0 0.264
H 5.3967 -2.8191 -0.2035 0.1 0.0 0.1 0.345
H 2.4557 -1.1086 -1.6884 0.0 -0.1 -0.2 -0.055
H 3.3802 -2.6295 -1.7796 0.0 0.0 -0.1 0.356
H 4.1067 -1.1080 -2.3251 0.0 0.0 0.0 0.283
H 5.5135 0.4743 2.3128 0.1 0.0 0.1 0.271
H 5.7337 2.2054 2.0031 0.1 -0.1 0.0 0.333
H 6.4686 1.0137 0.9153 -0.1 0.0 0.0 0.299
H 3.4500 2.1890 -0.8699 0.1 0.1 0.0 0.083
H 5.2043 1.9426 -1.0665 0.0 0.0 0.0 0.293
H 4.5977 3.2021 0.0306 0.0 0.0 -0.1 0.378
C -1.2643 -0.1082 -5.4755 0.0 0.1 -0.1 -1.134
C 0.0363 0.5896 -5.0551 -0.2 0.0 -0.9 -0.324
C 0.1906 0.5412 -3.6300 0.1 0.0 0.5 -0.048
N 0.2678 0.4634 -2.4892 0.3 -0.2 -1.4 -0.792
H -1.3650 -0.0648 -6.5571 0.0 0.0 0.0 0.407
H -2.1203 0.3843 -5.0227 -0.1 0.0 0.0 0.285
H -1.2587 -1.1514 -5.1686 0.0 -0.1 0.0 0.294
H 0.0155 1.6381 -5.3640 0.1 -0.1 0.0 0.276
H 0.8969 0.1057 -5.5263 0.0 0.1 0.1 0.323
C -0.2511 4.1023 -1.4275 -0.1 -0.1 0.2 -1.235
C -1.4768 4.4389 -0.5775 0.0 -0.1 0.0 0.220
C -1.1943 4.2346 0.9096 0.0 -0.1 -0.2 -1.148
C -2.6886 3.6478 -1.0221 0.2 -0.1 0.1 0.691
C -3.7572 4.3363 -1.5764 -0.1 -0.1 -0.1 -0.924
C -4.8931 3.6844 -2.0183 -0.1 0.0 -0.1 -1.389
C -4.9727 2.3111 -1.8862 0.1 0.1 0.0 -0.580
C -3.9313 1.5915 -1.3283 0.5 -0.3 0.3 0.120
C -4.0031 0.0869 -1.2069 0.1 -0.1 0.1 3.236
C -3.6526 -0.5579 -2.5514 0.1 0.0 0.4 -0.978
C -5.3465 -0.4137 -0.6718 0.4 0.1 0.0 -1.855
C -2.7466 2.2383 -0.8973 -1.1 0.8 -0.6 -0.677
O -1.7361 1.5257 -0.4126 -4.0 2.5 -1.1 0.523
H 0.5934 4.7261 -1.1351 0.1 0.0 0.0 0.487
H -0.4748 4.2807 -2.4773 0.1 -0.1 -0.1 0.317
H 0.0048 3.0402 -1.2935 0.1 0.4 -0.2 0.007
H -1.7022 5.5006 -0.7315 0.0 -0.1 0.0 0.612
H -0.9488 3.1813 1.0883 0.0 0.2 0.2 -0.120
H -2.0806 4.4868 1.4868 0.0 0.0 0.2 0.375
H -0.3690 4.8667 1.2349 0.1 0.0 0.1 0.471
H -3.6941 5.4112 -1.6753 0.0 0.1 0.0 0.401
H -5.7044 4.2375 -2.4633 -0.1 0.1 0.0 0.387
H -5.8580 1.7950 -2.2256 -0.1 -0.1 0.0 0.368
H -3.2066 -0.1925 -0.5009 -0.3 0.0 -0.1 -1.896
H -4.2756 -0.1441 -3.3407 0.0 0.0 -0.2 0.524
H -3.8141 -1.6364 -2.5171 0.1 -0.1 -0.1 0.342
H -2.6036 -0.3437 -2.7672 0.0 -0.1 -0.2 -0.236
H -6.1229 -0.3225 -1.4252 -0.2 0.0 -0.1 0.492
H -5.6402 0.1647 0.2014 -0.1 0.0 0.1 0.406
H -5.2760 -1.4634 -0.3876 0.0 -0.1 0.0 0.403


# 3
107
Properties=species:S:1:pos:R:3:forces:R:3:mulliken_charge:R:1 method="wB97M-V/def2-TZVPD" fmax_ev_per_a=1.090 de_lowest_ev=0.000 homo_lumo_gap_ev=8.10 total_energy_ev=-97072.7433
O -8.2862 -4.1137 -0.7091 -0.1 0.0 -0.1 -0.893
P -7.0943 -3.8224 0.1101 -0.5 0.1 0.4 0.221
N -6.6380 -4.9729 1.2182 0.5 0.0 0.1 0.294
C -5.9044 -6.1312 0.7077 -0.5 -0.2 0.0 -0.871
C -7.6452 -5.2651 2.2354 0.1 -0.5 0.1 -0.978
N -7.3681 -2.4944 1.0685 -0.1 0.1 0.1 0.276
C -8.6461 -1.7867 0.9480 0.4 -0.3 -0.4 -1.006
C -6.5829 -2.1293 2.2324 -0.2 0.4 -0.2 -0.993
N -5.7748 -3.6332 -0.8475 0.5 0.1 -0.2 0.478
C -5.8491 -3.9297 -2.2588 0.0 -0.2 -0.4 -0.834
C -4.4360 -3.3366 -0.3817 -0.1 0.1 0.1 -0.990
H -6.5256 -6.7216 0.0215 0.2 0.0 -0.1 0.319
H -5.6437 -6.7865 1.5380 0.1 0.1 0.1 0.422
H -4.9912 -5.8205 0.2086 0.0 0.0 -0.1 0.156
H -8.6540 -5.2765 1.8145 0.0 0.1 0.1 0.337
H -7.5747 -4.5920 3.0901 -0.1 0.2 -0.2 0.178
H -7.4556 -6.2628 2.6361 0.0 0.0 -0.1 0.431
H -9.4124 -2.2185 1.5969 0.0 0.2 0.2 0.294
H -8.4764 -0.7323 1.1660 -0.2 0.0 0.1 0.341
H -9.0029 -1.8764 -0.0751 0.0 0.0 0.0 0.284
H -5.5767 -2.5237 2.1716 0.0 -0.2 0.1 0.278
H -6.4948 -1.0373 2.2684 0.0 -0.1 0.0 0.366
H -7.0532 -2.4410 3.1716 0.1 -0.1 0.0 0.310
H -5.3053 -3.1735 -2.8337 0.0 0.0 0.0 0.076
H -5.4081 -4.9087 -2.4900 0.1 0.1 0.0 0.313
H -6.8833 -3.9410 -2.5920 0.0 0.0 0.1 0.329
H -4.0659 -2.4406 -0.8926 0.1 0.0 0.0 0.325
H -3.7364 -4.1588 -0.5744 0.0 0.0 -0.1 0.341
H -4.4217 -3.1530 0.6879 0.0 0.0 0.1 0.194
O 2.9146 4.7585 3.1014 0.3 -0.1 -0.1 -0.933
P 2.6835 4.8426 1.6477 -0.5 -0.3 0.0 0.242
N 4.0680 5.1320 0.7837 0.0 0.1 0.5 0.748
C 5.2773 5.3234 1.5741 0.6 0.2 -0.4 -1.310
C 4.1036 5.5490 -0.6005 0.1 0.4 -0.2 -1.339
N 1.6357 6.0432 1.1561 0.0 -0.1 -0.6 0.299
C 0.2154 5.9055 1.4298 0.0 0.3 0.0 -1.065
C 2.0795 7.4166 1.2111 -0.1 0.5 0.2 -1.148
N 1.9722 3.4503 1.0684 0.0 0.0 0.1 0.715
C 1.4939 3.3774 -0.2909 -0.7 0.0 -0.6 -0.924
C 1.4375 2.4498 1.9915 0.3 0.2 -0.2 -0.639
H 5.3774 6.3525 1.9414 -0.1 -0.1 0.2 0.300
H 6.1486 5.1484 0.9365 -0.1 -0.1 0.0 0.470
H 5.3308 4.6245 2.4020 -0.1 0.1 0.1 0.331
H 3.9639 4.7254 -1.3026 0.0 0.0 0.0 0.166
H 5.0735 5.9964 -0.8254 0.0 -0.1 0.1 0.569
H 3.3694 6.3266 -0.8218 -0.2 -0.1 0.0 0.388
H -0.3280 6.6524 0.8427 0.0 0.0 0.0 0.358
H -0.1471 4.9291 1.1203 0.0 -0.1 0.3 0.268
H -0.0095 6.1068 2.4832 -0.1 -0.2 0.0 0.297
H 1.9586 7.8490 2.2141 0.0 0.0 0.0 0.315
H 3.1232 7.5233 0.9269 0.1 -0.1 0.0 0.353
H 1.4837 8.0239 0.5217 0.0 -0.1 0.0 0.375
H 2.2681 3.4720 -1.0515 0.1 0.1 0.1 0.019
H 0.9920 2.4281 -0.4950 0.3 -0.2 0.3 0.235
H 0.7152 4.1215 -0.5157 0.2 0.1 0.0 0.388
H 1.7429 1.4522 1.6713 -0.1 -0.1 0.0 -0.005
H 0.3440 2.5057 2.0197 0.0 -0.1 0.2 0.248
H 1.8584 2.6283 2.9773 -0.2 0.1 0.1 0.313
O 6.8947 -0.0808 1.0517 0.2 0.2 0.1 -0.903
P 5.6943 -0.5444 0.3342 -0.1 0.0 0.3 -0.098
N 4.6190 -1.2922 1.3366 -0.3 0.1 0.2 0.491
C 3.7394 -2.3734 0.9270 0.3 -0.3 0.0 -0.915
C 4.4531 -0.7729 2.6953 0.1 -0.2 -0.3 -1.034
N 5.9229 -1.6841 -0.8442 -0.2 -0.2 -0.6 0.391
C 6.8249 -2.7664 -0.4864 0.1 -0.4 -0.4 -1.164
C 5.8486 -1.3507 -2.2715 0.0 0.0 0.5 -0.829
N 4.9621 0.7288 -0.4175 0.1 0.4 -0.7 0.453
C 5.4383 2.0923 -0.1636 0.6 -0.8 0.4 -0.978
C 3.6159 0.6660 -0.9406 -0.4 0.1 0.8 -0.305
H 3.0020 -2.5520 1.7046 0.0 0.0 0.1 0.479
H 4.3193 -3.2893 0.7702 -0.2 -0.1 -0.1 0.218
H 3.1708 -2.1462 0.0259 0.1 0.0 -0.1 0.180
H 5.0152 -1.3881 3.4022 0.0 0.1 0.2 0.268
H 3.3959 -0.7790 2.9605 0.0 0.0 0.0 0.427
H 4.8219 0.2502 2.7423 0.1 0.0 0.1 0.240
H 6.5467 -3.1957 0.4753 0.2 0.2 0.1 0.346
H 6.7372 -3.5753 -1.2186 -0.1 0.1 0.0 0.421
H 7.8754 -2.4595 -0.4941 0.0 0.1 0.3 0.308
H 6.2056 -2.2056 -2.8422 0.1 0.0 0.0 0.369
H 4.8145 -1.1832 -2.5710 0.0 0.1 0.0 0.222
H 6.4413 -0.4667 -2.5099 0.0 0.0 -0.2 0.280
H 4.9048 2.7424 -0.8495 0.0 0.3 0.2 0.326
H 5.3244 2.3509 0.8928 -0.5 0.4 -0.2 0.248
H 6.5172 2.1527 -0.3213 -0.1 0.0 -0.3 0.294
H 2.9082 1.0305 -0.1833 -0.1 0.0 -0.2 -0.358
H 3.2964 -0.3515 -1.1547 0.2 -0.1 -0.2 0.175
H 3.5140 1.2935 -1.8305 0.0 -0.1 -0.1 0.400
C -0.4065 -2.3436 -0.8548 0.2 0.0 0.2 -0.657
S -0.4742 -1.6897 0.8173 -0.2 0.0 -0.2 0.252
O 0.9058 -1.2178 1.1225 0.0 0.0 0.1 -0.355
C -1.3929 -0.1969 0.3921 0.0 0.0 0.1 -0.423
H -1.3920 -2.5229 -1.2775 0.0 0.1 0.0 0.208
H 0.1435 -3.2825 -0.8144 0.0 0.0 0.0 0.418
H 0.1517 -1.6097 -1.4353 -0.1 -0.1 -0.2 0.136
H -0.7078 0.4325 -0.1752 0.0 0.0 -0.1 -0.135
H -1.6615 0.2908 1.3271 0.0 0.1 0.0 0.349
H -2.2903 -0.4282 -0.1808 0.0 -0.1 0.0 0.244
C -0.7443 0.2626 -4.5016 -0.1 0.6 -0.4 -0.858
S -1.9093 -1.0822 -4.7493 0.0 0.1 -0.3 0.426
O -1.5383 -2.1436 -3.7848 -0.1 -0.2 0.3 -0.556
C -3.3363 -0.2153 -4.0892 -0.2 -0.1 -0.1 -0.780
H -0.9452 0.8080 -3.5803 0.2 -0.3 0.2 0.190
H -0.8390 0.9829 -5.3201 -0.1 -0.2 0.0 0.420
H 0.2558 -0.1594 -4.5517 0.0 -0.1 0.2 0.317
H -3.1304 0.1205 -3.0735 0.0 0.1 0.0 0.175
H -4.1828 -0.9004 -4.0812 0.1 -0.1 0.0 0.261
H -3.5691 0.6100 -4.7627 0.0 0.1 0.1 0.388


# 4
74
Properties=species:S:1:pos:R:3:forces:R:3:mulliken_charge:R:1 method="wB97M-V/def2-TZVPD" fmax_ev_per_a=4.678 total_charge=-1 homo_lumo_gap_ev=6.15 total_energy_ev=-39267.9839
C -4.7544 -4.6383 2.4861 -0.2 -0.4 0.2 -0.473
C -5.4998 -5.1621 1.1207 1.7 0.0 -0.7 -0.573
C -5.0156 -4.1842 -0.1323 -0.8 -1.4 -0.4 0.448
C -6.1729 -3.1455 -0.6512 -0.2 -0.8 -0.5 -0.609
Al -5.6522 -1.1621 -0.6037 -0.2 -0.3 -0.1 -0.054
C -5.3968 -0.4898 1.3195 -1.0 0.0 1.3 -0.420
O -4.0699 -0.8504 1.8942 -1.4 0.5 2.2 -0.113
C -4.1584 -0.9040 3.3679 0.3 0.6 0.8 -0.747
C -4.0553 -0.6880 -1.8629 1.9 -1.1 -0.3 -0.786
C -2.9898 -1.9325 -1.7114 2.0 -1.4 0.3 0.406
C -1.9385 -1.8398 -0.4174 1.2 -3.4 -1.5 -0.019
C -0.8402 -3.0217 -0.0892 -2.9 -0.4 -3.5 -0.421
C -0.7762 -4.3690 -1.0755 -2.3 3.0 -0.8 0.569
C 0.3200 -5.5185 -0.6558 -0.6 0.1 0.7 -0.912
C -1.8002 -4.4403 -2.3691 -0.2 2.7 2.3 -0.523
C -2.9268 -3.2543 -2.7156 2.8 0.6 3.7 -0.467
H -3.9296 -5.4430 2.7879 -1.9 1.8 -0.3 0.254
H -4.1898 -3.6148 2.3741 -1.3 -2.0 -0.1 -0.134
H -5.5776 -4.5030 3.3073 1.8 -0.4 -1.2 0.252
H -5.0388 -6.2312 0.8781 -1.2 2.1 0.6 0.205
H -6.6620 -5.2790 1.2035 2.2 0.5 -0.1 0.337
H -4.0107 -3.6868 0.2027 -1.9 -0.8 -0.8 -0.370
H -4.7724 -4.9131 -1.0376 -0.3 1.6 1.9 0.215
H -6.4362 -3.3962 -1.7876 0.5 0.4 2.3 0.140
H -7.1969 -3.2484 -0.0579 2.1 0.0 -1.1 0.173
H -6.9173 -0.3521 -1.1938 -0.2 0.2 0.0 -0.394
H -6.1910 -1.0671 1.9978 1.3 1.1 -1.4 0.244
H -5.6595 0.6646 1.4725 0.8 -2.1 -0.1 0.197
H -3.1429 -0.5266 3.8480 -1.9 -0.7 -1.1 0.202
H -5.0251 -0.2113 3.7781 1.7 -1.2 -0.9 0.298
H -4.3556 -1.9729 3.8051 0.3 1.7 -1.1 0.229
H -3.5617 0.3010 -1.4296 -0.8 -2.0 -1.1 0.206
H -4.4209 -0.5561 -2.9831 0.9 -0.3 2.3 0.308
H -1.9384 -0.9112 0.3282 -0.3 -2.2 -1.9 0.053
H -0.0839 -2.9730 0.8281 -1.9 0.1 -2.2 0.118
H -0.0413 -5.9500 0.3958 0.9 0.9 -2.2 0.221
H 0.3711 -6.4401 -1.3773 -0.2 2.0 1.2 0.297
H 1.4184 -5.0796 -0.4960 -2.5 -0.8 -0.5 0.202
H -1.7787 -5.3817 -3.0722 0.0 2.0 1.6 0.194
H -3.6691 -3.3438 -3.6435 1.9 0.2 2.3 0.247
C 2.9981 -0.9091 -0.8251 0.0 -0.3 -0.2 -1.553
C 1.7650 -0.1824 -0.2943 0.3 0.1 0.2 0.692
C 1.8893 1.3587 -0.3279 -0.3 -0.1 0.2 -0.856
O 2.7271 1.9068 0.6939 0.0 0.0 -0.5 -0.408
C 4.1171 1.8260 0.4179 -0.2 0.1 0.5 -0.566
N 1.4721 -0.6688 1.0627 0.0 0.4 0.1 -0.610
H 3.8205 -0.9289 -0.1063 -0.1 0.1 0.0 0.303
H 2.7541 -1.9544 -1.0505 0.0 0.2 0.1 0.334
H 3.3591 -0.4501 -1.7489 0.0 0.0 0.0 0.342
H 0.9248 -0.4566 -0.9442 0.0 0.1 0.1 0.284
H 0.8924 1.7811 -0.1493 0.2 -0.1 0.1 0.333
H 2.2027 1.7152 -1.3164 0.2 -0.1 0.0 0.436
H 4.3360 1.9497 -0.6465 0.0 -0.1 0.0 0.260
H 4.5160 0.8802 0.7863 0.2 -0.1 -0.2 0.247
H 4.6172 2.6270 0.9686 -0.1 0.0 -0.1 0.186
H 0.5902 -0.2585 1.3723 0.0 -0.2 -0.1 0.242
H 2.1660 -0.2516 1.6909 -0.2 -0.2 -0.2 0.320
C 5.1430 5.8262 0.6570 -0.2 -0.1 0.3 -1.297
C 6.5270 6.4673 0.5922 -0.1 -0.1 -0.4 0.408
C 6.6141 7.6600 -0.3883 0.3 -0.1 0.0 -0.703
O 6.6547 7.2886 -1.7691 -0.2 0.3 0.5 -0.393
C 5.3892 6.9703 -2.3276 0.3 -0.1 -0.3 -0.620
N 7.5181 5.4302 0.2669 0.2 0.3 -0.2 -0.705
H 4.9355 5.1786 -0.1978 0.1 0.1 0.0 0.166
H 5.0575 5.1992 1.5529 0.1 0.1 -0.2 0.331
H 4.3589 6.5855 0.7122 0.0 0.0 0.0 0.364
H 6.7513 6.8516 1.5949 0.1 0.1 -0.1 0.375
H 7.5584 8.1852 -0.1967 -0.1 -0.1 -0.1 0.351
H 5.8142 8.3880 -0.2077 -0.1 -0.1 0.0 0.391
H 4.5860 7.5843 -1.9108 0.0 -0.1 0.1 0.293
H 5.1761 5.9097 -2.1880 -0.3 0.0 0.0 0.217
H 5.4403 7.1531 -3.4042 0.1 0.1 0.1 0.256
H 8.4507 5.8409 0.3269 -0.1 -0.1 0.1 0.269
H 7.4140 5.2127 -0.7291 0.0 0.0 0.3 0.308